Molecular formula: C22H21N3OS
Method: DFT, ωB97M-V with the def2-TZVPD basis set

Geometry as XYZ:
```
48
C22H21N3OS | OMol25 | ωB97M-V with the def2-TZVPD basis set
S -3.059 -6.799 -2.669
N -0.620 -0.449 0.816
O -0.308 4.368 3.523
C -1.499 -6.708 -2.049
C 1.106 -6.518 -0.758
C 0.512 -5.383 -1.443
C 0.397 -7.675 -0.605
C -0.725 -5.469 -2.060
C -0.728 1.923 3.506
C -0.131 -0.779 -3.239
C -0.385 3.136 2.860
C -0.364 -1.909 -2.478
C -0.573 -1.760 -1.095
C -0.784 0.750 2.764
C -0.043 0.481 -2.660
C -0.130 3.166 1.504
C -0.018 1.880 -0.625
C -0.474 -0.507 -0.497
C -0.547 0.734 1.432
C -0.201 0.645 -1.296
C -0.192 1.953 0.765
N 0.390 2.943 -1.359
N -0.310 -3.167 -3.085
C -0.975 -7.888 -1.236
C -1.314 -4.255 -2.814
C -0.875 5.849 5.334
C -0.691 4.393 4.896
H 2.073 -6.363 -0.308
H 1.066 -4.458 -1.475
H 0.876 -8.461 -0.039
H -0.832 1.865 4.590
H -0.004 -0.920 -4.298
H -0.756 -2.557 -0.419
H -1.044 -0.197 3.184
H 0.138 1.313 -3.320
H 0.097 4.132 1.066
H 0.765 3.697 -0.794
H 0.838 2.702 -2.263
H 0.168 -3.183 -3.981
H -0.949 -8.770 -1.882
H -1.655 -8.066 -0.413
H -2.184 -3.821 -2.257
H -1.751 -4.539 -3.767
H 0.032 6.394 5.197
H -1.192 5.829 6.375
H -1.681 6.326 4.764
H -1.622 3.853 5.095
H 0.098 3.931 5.484
```

Summary:
Kohn-Sham gap: 6.073 eV
LUMO: -0.88 eV
ΔE to the lowest compared entry with this formula, charge and spin: 0.0 kcal per mole
SMILES string: CCOc1ccc2nc3cc(NCC4=CC=CCC4=S)ccc3c(N)c2c1
F_max: 3.47 eV/Å

Results of the natural (NBO) charge analysis, in e, for atoms 1 through 8: atom 1 (S): -0.064, atom 2 (N): -0.519, atom 3 (O): -0.510, atom 4 (C): -0.041, atom 5 (C): -0.264, atom 6 (C): -0.109, atom 7 (C): -0.101, atom 8 (C): -0.112

Molecular formula: C21H20ClN5O
Method: DFT, ωB97M-V with the def2-TZVPD basis set

Geometry as XYZ:
```
48
C21H20ClN5O | OMol25 | ωB97M-V with the def2-TZVPD basis set
C -5.685 2.425 1.359
C -5.647 2.269 0.045
C -5.271 3.362 -0.908
N -4.138 2.982 -1.735
C -2.980 2.419 -1.334
C -2.183 2.301 -2.452
C -0.843 1.738 -2.521
N -0.195 1.637 -3.677
N 1.002 1.083 -3.380
C 1.106 0.825 -2.064
C -0.044 1.231 -1.471
C 0.005 0.990 0.000
N 1.345 0.362 0.159
C 1.485 -0.502 1.214
O 0.574 -0.672 2.003
C 2.804 -1.209 1.454
C 2.631 -2.689 1.640
C 2.812 -3.519 0.534
C 2.641 -4.890 0.608
C 2.282 -5.466 1.817
C 2.100 -4.668 2.933
C 2.270 -3.292 2.843
Cl 2.029 -2.372 4.294
C 4.132 -0.713 0.935
C 3.773 -0.495 2.368
C 2.119 0.309 -1.104
C -2.969 2.839 -3.492
N -4.145 3.247 -3.050
H -5.977 1.618 2.017
H -5.429 3.373 1.819
H -5.896 1.312 -0.403
H -6.080 3.572 -1.607
H -5.045 4.281 -0.364
H -2.819 2.138 -0.306
H 1.650 0.901 -4.124
H -0.057 1.902 0.599
H -0.755 0.301 0.366
H 3.101 -3.063 -0.406
H 2.787 -5.504 -0.271
H 2.145 -6.537 1.897
H 1.824 -5.099 3.884
H 4.869 -1.473 0.709
H 4.168 0.152 0.294
H 3.509 0.505 2.684
H 4.262 -1.095 3.120
H 2.455 -0.707 -1.318
H 2.995 0.961 -1.072
H -2.715 2.931 -4.535
```

Summary:
Kohn-Sham gap: 8.838 eV
LUMO: 0.48 eV
ΔE to the lowest compared entry with this formula, charge and spin: 48.1 kcal per mole
SMILES string: C=CCn1cc(-c2n[nH]c3c2CN(C(=O)C2(c4ccccc4Cl)CC2)C3)cn1
F_max: 0.16 eV/Å

Results of the natural (NBO) charge analysis, in e, for atoms 1 through 8: atom 1 (C): -0.375, atom 2 (C): -0.193, atom 3 (C): -0.251, atom 4 (N): -0.161, atom 5 (C): -0.051, atom 6 (C): -0.118, atom 7 (C): 0.128, atom 8 (N): -0.261